*w*
This record from the OMol25 dataset describes a molecular structure, C28H36N6P2Ru. The level of theory is ωB97M-V with the def2-TZVPD basis set.

```
73
Properties=species:S:1:pos:R:3:lowdin_charge:R:1
Ru -0.469 -0.124 -0.442 1.029
C -2.005 1.370 -2.588 -0.043
N -0.988 1.748 -1.539 -0.250
C 0.037 2.529 -2.263 -0.061
C -1.747 2.557 -0.592 -0.212
C -2.131 3.861 -0.852 0.001
C -3.105 4.461 -0.066 -0.019
C -3.739 3.735 0.932 -0.029
C -3.323 2.451 1.231 -0.001
C -2.257 1.885 0.522 -0.198
N -1.659 0.643 0.795 -0.054
C -1.728 0.026 2.073 -0.229
C -2.090 0.651 3.270 -0.023
C -2.045 -0.048 4.463 -0.029
C -1.622 -1.369 4.487 -0.017
C -1.209 -1.985 3.313 -0.005
C -1.239 -1.284 2.121 -0.242
N -0.817 -1.879 0.859 -0.263
C 0.325 -2.810 1.027 -0.046
C -1.982 -2.698 0.388 -0.038
H -2.405 2.284 -3.028 0.110
H -1.522 0.776 -3.357 0.087
H -2.813 0.802 -2.137 0.098
H -0.418 3.353 -2.812 0.099
H 0.773 2.935 -1.579 0.071
H 0.511 1.880 -2.988 0.063
H -1.722 4.408 -1.689 0.122
H -3.409 5.477 -0.278 0.127
H -4.564 4.167 1.481 0.127
H -3.853 1.882 1.977 0.119
H -2.347 1.697 3.297 0.114
H -2.328 0.450 5.380 0.127
H -1.593 -1.918 5.418 0.127
H -0.861 -3.007 3.345 0.126
H 0.016 -3.712 1.558 0.102
H 0.673 -3.102 0.039 0.087
H 1.134 -2.331 1.571 0.087
H -2.294 -3.352 1.203 0.110
H -2.805 -2.050 0.101 0.098
H -1.678 -3.305 -0.458 0.087
C 1.133 0.743 2.702 -0.199
P 1.333 0.641 0.902 0.873
C 1.969 2.315 0.598 -0.205
C 2.711 -0.513 0.667 -0.392
C 3.665 -0.750 1.650 -0.059
C 4.649 -1.711 1.444 -0.030
C 4.682 -2.432 0.262 -0.026
C 3.749 -2.178 -0.737 -0.053
C 2.764 -1.222 -0.537 -0.403
P 1.561 -0.713 -1.795 0.883
C 1.443 -2.070 -2.986 -0.223
C 2.538 0.480 -2.772 -0.211
H 2.066 1.132 3.107 0.064
H 0.910 -0.214 3.170 0.060
H 0.342 1.449 2.941 0.059
H 2.805 2.507 1.271 0.072
H 1.169 3.027 0.815 0.064
H 2.315 2.461 -0.419 0.024
H 3.653 -0.209 2.586 0.109
H 5.385 -1.898 2.214 0.125
H 5.440 -3.189 0.111 0.126
H 3.797 -2.738 -1.663 0.113
H 2.439 -2.262 -3.385 0.066
H 0.802 -1.779 -3.819 0.042
H 1.048 -2.980 -2.537 0.063
H 3.511 0.018 -2.942 0.072
H 2.691 1.430 -2.269 0.034
H 2.066 0.650 -3.740 0.063
N -1.287 -1.226 -1.865 -0.052
C -1.515 -1.997 -2.729 -0.354
N -1.822 -2.844 -3.594 0.132
C -1.505 -2.602 -4.871 -0.349
N -1.211 -2.381 -5.963 0.155
```

Summary:
* LUMO (alpha / beta): -0.29937 / -0.29865 Ha
* charge: +2



*x*
This record from the OMol25 dataset describes a molecular structure, C28H36N6P2Ru. The level of theory is ωB97M-V with the def2-TZVPD basis set.

```
73
Properties=species:S:1:pos:R:3:lowdin_charge:R:1
Ru 0.009 -0.080 -0.335 0.940
C -0.365 1.995 -2.855 -0.064
N -0.420 1.888 -1.372 -0.241
C 0.517 2.917 -0.803 -0.045
C -1.762 2.250 -0.899 -0.196
C -2.559 3.209 -1.493 0.007
C -3.817 3.484 -0.966 -0.012
C -4.290 2.803 0.149 -0.028
C -3.490 1.866 0.772 0.002
C -2.214 1.610 0.261 -0.203
N -1.343 0.648 0.785 -0.021
C -1.194 0.433 2.128 -0.199
C -1.606 1.333 3.137 0.036
C -1.173 1.138 4.425 -0.016
C -0.331 0.070 4.726 0.022
C 0.083 -0.836 3.753 0.007
C -0.343 -0.657 2.458 -0.208
N -0.040 -1.559 1.361 -0.245
C 1.156 -2.400 1.634 -0.054
C -1.202 -2.506 1.297 -0.047
H -0.179 3.024 -3.164 0.107
H 0.441 1.372 -3.228 0.054
H -1.303 1.670 -3.285 0.066
H 0.242 3.903 -1.181 0.107
H 0.454 2.911 0.281 0.084
H 1.532 2.673 -1.105 0.080
H -2.227 3.751 -2.368 0.129
H -4.437 4.230 -1.444 0.128
H -5.285 2.998 0.524 0.127
H -3.862 1.296 1.612 0.129
H -2.181 2.211 2.888 0.122
H -1.454 1.838 5.199 0.130
H 0.032 -0.060 5.738 0.137
H 0.758 -1.629 4.038 0.117
H 0.963 -3.084 2.461 0.109
H 1.348 -2.993 0.745 0.087
H 2.017 -1.783 1.877 0.071
H -1.382 -2.935 2.283 0.118
H -2.094 -1.989 0.958 0.072
H -0.944 -3.311 0.612 0.085
C 3.389 -1.415 -0.644 -0.218
P 1.946 -0.806 -1.577 0.839
C 2.827 0.403 -2.621 -0.217
C 1.495 -2.177 -2.682 -0.374
C 2.455 -2.913 -3.375 -0.062
C 2.073 -3.960 -4.195 -0.032
C 0.728 -4.280 -4.333 -0.033
C -0.234 -3.548 -3.658 -0.069
C 0.141 -2.493 -2.826 -0.379
P -1.123 -1.456 -2.017 0.874
C -2.447 -2.631 -1.535 -0.240
C -1.957 -0.705 -3.465 -0.225
H 4.172 -1.686 -1.352 0.056
H 3.169 -2.288 -0.039 0.036
H 3.774 -0.619 -0.008 0.054
H 3.676 -0.099 -3.087 0.061
H 3.215 1.204 -1.990 0.057
H 2.219 0.827 -3.416 0.035
H 3.507 -2.678 -3.276 0.111
H 2.822 -4.531 -4.726 0.125
H 0.430 -5.101 -4.971 0.124
H -1.277 -3.810 -3.785 0.109
H -2.930 -3.000 -2.439 0.053
H -3.207 -2.132 -0.936 0.055
H -2.057 -3.490 -0.995 0.042
H -2.392 -1.521 -4.040 0.058
H -1.258 -0.184 -4.114 0.046
H -2.761 -0.035 -3.157 0.059
N 1.450 0.758 0.809 -0.007
C 2.184 0.917 1.713 -0.320
N 2.972 1.137 2.677 0.121
C 3.267 0.101 3.465 -0.372
N 3.507 -0.795 4.154 0.142
```

Summary:
* LUMO (alpha / beta): -0.31568 / -0.31571 Ha
* charge: +2



Stability, lowest: *x*